Record 1
Below is a molecular structure, C4H5O2Sm in a non-equilibrium geometry, with properties calculated with ωB97M-V/def2-TZVPD.

As for the net charge: +1. The value obtained for the orbital gap (spin up / spin down) is 4.4688 / 4.6354 eV. As for the spin multiplicity: 7. The expectation value of S² is 12.009.

XYZ file:
```
12
Properties=species:S:1:pos:R:3:mulliken_spin:R:1
O 1.369 1.488 -3.777 0.00
C 1.676 1.469 -2.544 0.00
C 0.562 2.099 -1.829 0.00
C 0.080 1.440 -0.581 -0.01
C -0.418 0.190 -0.523 0.00
O -0.861 -0.432 0.557 -0.02
Sm -1.036 -0.665 2.989 6.04
H 2.025 0.501 -2.134 0.00
H 0.823 3.156 -1.665 0.00
H 0.138 2.020 0.346 0.00
H -0.446 -0.422 -1.438 0.00
H 0.013 2.116 -3.062 0.00
```

***

Record 2
Below is a molecular structure, C4H5O2Tl in a non-equilibrium geometry, with properties calculated with ωB97M-V/def2-TZVPD.

The value obtained for the orbital gap is 7.7210 eV.

XYZ file:
```
12
Properties=species:S:1:pos:R:3:lowdin_charge:R:1
H -0.603 1.676 -4.151 0.01
O -0.907 1.063 -3.478 -0.49
Tl -1.842 1.257 -1.485 0.85
O -7.124 1.317 -3.513 0.05
C -5.984 1.164 -3.134 -0.27
C -5.032 0.141 -3.696 -0.19
C -3.618 0.472 -3.383 -0.26
C -2.656 0.982 -4.041 -0.15
H -5.587 1.770 -2.288 0.12
H -5.226 0.017 -4.774 0.13
H -5.290 -0.809 -3.189 0.12
H -2.350 1.993 -4.359 0.09
```

***

Record 3
Below is a gas-phase ion, C4H5O3 (charge -1) in a non-equilibrium geometry, with properties calculated with ωB97M-V/def2-TZVPD.

As for the net charge: -1. The value obtained for the orbital gap is 8.0962 eV. Its SMILES is O=CCCC(=O)[O-].

XYZ file:
```
12
Properties=species:S:1:pos:R:3:lowdin_charge:R:1
O -0.358 -2.124 -2.078 -0.01
C 0.127 -1.158 -1.489 -0.27
C -0.472 -0.289 -0.454 -0.20
C 0.573 0.391 0.337 -0.21
C -0.263 1.040 1.611 -0.69
O -0.587 0.230 2.530 -0.11
O -0.678 2.217 1.407 -0.11
H 1.104 -1.042 -1.813 0.09
H -1.008 -0.880 0.304 0.13
H -0.999 0.736 -0.874 0.19
H 1.355 -0.282 0.679 0.09
H 1.207 1.161 -0.159 0.10
```

***

Record 4
Below is a gas-phase ion, C4H5O3 (charge +1) in a non-equilibrium geometry, with properties calculated with ωB97M-V/def2-TZVPD.

As for the net charge: +1. The value obtained for the orbital gap (spin up / spin down) is 9.4729 / 7.5087 eV. As for the spin multiplicity: 3. The expectation value of S² is 2.010.

XYZ file:
```
12
Properties=species:S:1:pos:R:3:mulliken_spin:R:1
C 1.476 0.192 -0.084 0.14
C -1.123 -0.090 0.500 0.00
C -0.613 1.040 -0.332 0.02
C 0.791 -1.137 -0.382 0.54
O 2.649 0.119 0.175 0.90
O -0.330 -1.298 0.068 0.27
O 0.693 1.189 0.227 0.11
H -0.879 -0.094 1.647 0.01
H -2.192 -0.566 0.446 0.00
H -0.684 0.875 -1.499 -0.01
H -1.298 1.867 -0.107 0.01
H 1.509 -2.097 -0.658 0.00
```

***

Record 5
Below is a gas-phase ion, C4H5O4S (charge -1) in a non-equilibrium geometry, with properties calculated with ωB97M-V/def2-TZVPD.

As for the net charge: -1. The value obtained for the orbital gap is 8.3071 eV.

XYZ file:
```
14
Properties=species:S:1:pos:R:3:lowdin_charge:R:1
C 0.725 1.454 -0.539 -0.22
C -0.408 1.272 -1.105 0.04
C 0.965 0.774 0.872 -0.18
C -1.120 -0.204 0.546 -0.16
O 0.672 -1.315 -1.000 -0.38
O 0.014 -2.567 0.953 -0.40
O -1.450 -2.542 -1.043 -0.41
O -0.275 0.329 1.449 -0.18
S -0.434 -1.807 -0.241 0.42
H 1.628 1.895 -1.053 0.10
H -1.018 1.363 -2.022 0.05
H 1.633 -0.158 0.723 0.13
H 1.194 1.492 1.633 0.10
H -2.126 0.012 0.826 0.08
```

***

Record 6
Below is a molecular structure, C4H5O4Tl in a non-equilibrium geometry, with properties calculated with ωB97M-V/def2-TZVPD.

As for the net charge: +1. The value obtained for the orbital gap (spin up / spin down) is 7.3631 / 4.1887 eV. As for the spin multiplicity: 2. The expectation value of S² is 0.800.

XYZ file:
```
14
Properties=species:S:1:pos:R:3:mulliken_spin:R:1
O 1.550 1.360 1.057 -0.03
C 2.202 0.880 0.020 -0.02
O 3.338 0.400 0.090 0.10
O 1.410 0.701 -1.032 0.23
Tl -0.021 1.609 -0.066 0.14
C -0.943 -2.117 -0.869 0.23
C -1.763 -1.867 0.163 -0.02
O -1.925 -0.646 0.768 0.24
C -2.098 0.499 0.082 0.08
H -0.569 -3.135 -0.981 0.01
H -0.801 -1.409 -1.688 0.00
H -2.277 -2.645 0.729 0.00
H -2.554 1.282 0.699 0.03
H -2.360 0.403 -0.980 0.01
```

***

Record 7
Below is 2 unconnected molecules or ions with the total composition C4H5O5 in a non-equilibrium geometry, with properties calculated with ωB97M-V/def2-TZVPD.

As for the net charge: -1. The value obtained for the orbital gap is 7.4592 eV.

XYZ file:
```
14
Properties=species:S:1:pos:R:3:lowdin_charge:R:1
C -1.779 0.788 -0.723 -0.02
C -0.902 0.244 0.136 -0.06
C -0.453 -0.236 1.340 -0.54
C 1.237 -0.052 -0.572 -0.75
O 0.297 0.547 2.083 -0.06
O -0.541 -1.529 1.729 0.04
O 0.999 0.254 -1.882 0.07
O 1.463 -1.208 -0.232 0.00
O 1.707 0.939 0.168 0.02
H -1.243 1.207 -1.630 0.05
H -2.815 0.829 -0.627 0.00
H 0.612 -0.516 -2.274 0.09
H 0.158 -2.085 1.331 0.10
H 1.261 0.819 1.153 0.06
```

***

Record 8
Below is a single C4H5OP molecule in a non-equilibrium geometry, with properties calculated with ωB97M-V/def2-TZVPD.

The value obtained for the orbital gap is 5.6288 eV.

XYZ file:
```
11
Properties=species:S:1:pos:R:3:lowdin_charge:R:1
C 0.947 -1.463 -0.554 0.14
C 2.030 -0.968 -1.236 0.14
C 1.180 -0.058 -0.597 -0.37
C -1.699 0.881 0.977 -0.58
O 0.873 1.093 -0.264 -0.28
P -0.689 2.248 0.333 0.69
H 0.285 -2.397 -0.445 0.15
H 2.942 -1.112 -1.752 0.10
H -2.318 1.387 1.696 -0.02
H -1.139 0.125 1.550 0.01
H -2.412 0.264 0.294 0.04
```

***

Record 9
Below is a molecular structure, C4H5OP in a non-equilibrium geometry, with properties calculated with ωB97M-V/def2-TZVPD.

The value obtained for the orbital gap (spin up / spin down) is 7.0008 / 6.1195 eV.

XYZ file:
```
11
Properties=species:S:1:pos:R:3:lowdin_charge:R:1
C -0.050 -1.258 0.430 -0.06
C 0.322 -0.140 1.127 -0.15
C 0.401 -0.674 -0.875 -0.23
C 0.925 0.455 0.033 -0.19
O -2.540 2.020 0.223 -0.62
P -1.354 2.225 -0.623 0.79
H -0.417 -2.159 0.592 0.05
H 0.055 -0.097 2.157 0.10
H 1.287 -1.089 -1.547 0.13
H -0.392 -0.437 -1.635 0.08
H 1.765 1.153 0.117 0.09
```

***

Record 10
Below is a molecular structure, C4H5OSr in a non-equilibrium geometry, with properties calculated with ωB97M-V/def2-TZVPD.

As for the net charge: +2. The value obtained for the orbital gap (spin up / spin down) is 8.4053 / 7.5220 eV. As for the spin multiplicity: 2. The expectation value of S² is 0.761.

XYZ file:
```
11
Properties=species:S:1:pos:R:3:mulliken_spin:R:1
C -1.775 -0.296 1.287 0.15
C -0.955 0.202 0.406 0.24
C -0.213 0.627 -0.624 0.24
C 1.293 0.661 -0.404 0.04
O 1.564 -0.498 -1.065 0.27
Sr 1.847 -2.723 -1.150 -0.01
H -2.011 0.259 2.201 0.03
H -2.273 -1.255 1.112 0.03
H -0.618 0.852 -1.612 0.01
H 1.737 1.544 -0.881 0.00
H 1.404 0.626 0.731 -0.01
```

***

Record 11
Below is a molecular structure, C4H5OTm in a non-equilibrium geometry, with properties calculated with ωB97M-V/def2-TZVPD.

As for the net charge: +3. The value obtained for the orbital gap (spin up / spin down) is 7.5940 / 5.4414 eV. As for the spin multiplicity: 4. The expectation value of S² is 3.799.

XYZ file:
```
11
Properties=species:S:1:pos:R:3:mulliken_spin:R:1
C -1.758 1.443 -0.538 0.22
C -0.965 0.360 -0.389 0.26
C 0.092 0.122 0.488 0.09
C 1.068 -0.699 -0.226 0.44
O 1.733 -1.462 0.560 0.78
Tm 2.786 -2.901 2.054 1.07
H -2.470 1.503 -1.362 0.02
H -1.758 2.242 0.206 0.03
H -0.109 -0.131 1.532 0.00
H -0.325 -0.285 -1.358 0.03
H 1.704 -0.191 -0.966 0.06
```

***

Record 12
Below is 2 unconnected molecules or ions with the total composition C4H5PS, with properties calculated with ωB97M-V/def2-TZVPD.

The value obtained for the orbital gap is 7.4071 eV. Its SMILES is C=CP=S.C#C.

XYZ file:
```
11
Properties=species:S:1:pos:R:3:lowdin_charge:R:1
C -0.018 -1.151 0.671 -0.11
C 0.713 -1.318 -0.424 -0.52
P 2.096 -0.230 -0.912 0.41
S 2.840 0.436 0.752 0.09
H 0.197 -0.362 1.376 0.01
H -0.847 -1.794 0.915 0.06
H 0.475 -2.089 -1.142 0.03
C -0.957 1.801 0.092 -0.02
C -1.768 1.443 -0.707 0.01
H -0.234 2.130 0.777 0.01
H -2.497 1.134 -1.398 0.01
```

***

Record 13
Below is a single C4H6 molecule, with properties calculated with ωB97M-V/def2-TZVPD.

The value obtained for the orbital gap is 7.9487 eV.

XYZ file:
```
10
Properties=species:S:1:pos:R:3:lowdin_charge:R:1
C -1.840 -0.073 -0.130 -0.14
C -0.457 -0.531 -0.392 -0.05
C 0.683 -0.177 0.115 -0.29
C 1.921 0.444 0.133 -0.01
H -2.479 -0.198 -1.010 0.06
H -1.919 0.961 0.238 0.07
H -2.259 -0.727 0.645 0.08
H 2.661 0.188 0.885 0.05
H 2.214 1.159 -0.635 0.07
H 1.476 -1.047 0.151 0.16
```

***

Record 14
Below is a single C4H6 molecule, with properties calculated with ωB97M-V/def2-TZVPD.

The value obtained for the orbital gap (spin up / spin down) is 7.5197 / 7.4393 eV.

XYZ file:
```
10
Properties=species:S:1:pos:R:3:lowdin_charge:R:1
C 0.427 0.536 -1.243 -0.09
C 0.637 0.022 0.137 -0.13
C -0.272 -0.470 1.022 -0.27
C -1.608 -0.842 0.668 0.08
H 0.758 1.584 -1.258 0.09
H -0.615 0.484 -1.558 0.07
H 1.070 0.013 -1.961 0.08
H 1.650 0.152 0.521 0.10
H 0.113 -0.519 2.044 0.08
H -2.160 -0.960 1.628 -0.02
```

***

Record 15
Below is 2 unconnected molecules or ions with the total composition C4H6 in a non-equilibrium geometry, with properties calculated with ωB97M-V/def2-TZVPD.

The value obtained for the orbital gap is 10.7584 eV. Its SMILES is C#C.C=C.

XYZ file:
```
10
Properties=species:S:1:pos:R:3:lowdin_charge:R:1
C -1.677 -0.235 -0.302 -0.08
C -1.003 -1.223 -0.470 -0.02
H -2.585 0.404 -0.150 0.09
H -0.188 -2.027 -0.460 0.09
C 1.282 0.018 0.440 -0.07
C 0.481 1.012 0.066 -0.08
H 2.356 0.155 0.441 0.05
H 0.935 -0.955 0.638 0.00
H 0.996 1.945 -0.158 0.06
H -0.597 0.906 -0.045 -0.04
```